1.
C35H49BClN7O4PS2W | ωB97M-V/def2-TZVPD

The calculation puts the energy relative to the best compared isomer or geometry (same formula, charge and spin) at 4.05 kcal per mole. The total charge is 0. As for the gap between HOMO and LUMO (spin up / spin down): 0.22305 / 0.20705 Eh. Its expectation value of S² is 0.756. The value obtained for the max |F| is 0.44 eV/A. Its multiplicity is 2.

Structure (XYZ):
```
101
C35H49BClN7O4PS2W | the Open Molecules 2025 dataset | ωB97M-V/def2-TZVPD
W 0.066 0.793 0.010
Cl -7.436 -0.126 -0.701
S 1.139 -0.630 1.831
S 1.011 -3.693 0.182
P 0.876 -2.630 1.818
O 1.970 -3.031 2.915
O -0.499 -2.929 2.610
O -1.913 1.603 0.036
O -1.238 -0.920 0.162
N -0.054 2.641 -1.337
N 0.751 3.384 1.564
N 0.694 3.698 -0.931
N 0.578 -0.213 -1.918
N 2.622 2.537 0.113
N 2.240 1.261 -0.137
N 0.091 2.216 1.804
C 0.556 4.246 2.569
C -1.256 1.349 3.841
C -4.173 2.130 -0.201
C 0.500 -2.070 -3.434
C -0.244 3.640 3.502
C 0.268 -1.489 -2.203
C -0.802 3.071 -2.372
C -2.096 0.307 3.121
C -0.305 0.689 4.848
C 3.431 -0.954 -0.503
C 2.078 -4.389 3.373
C -4.796 -0.597 -0.360
C 1.335 -1.926 -5.814
C -5.778 0.339 -0.469
C 1.468 -0.041 -4.141
C 4.470 1.377 -0.158
C 0.448 4.766 -1.691
C -5.461 1.712 -0.382
C -2.440 -1.150 -0.018
C -0.508 2.356 2.998
C 3.362 0.533 -0.291
C -0.496 4.419 -2.624
C 1.097 -1.342 -4.454
C 1.761 -4.446 4.849
C 3.954 2.627 0.092
C -1.932 2.824 -4.593
C 4.077 -1.299 -1.847
C -1.602 -3.690 2.118
C -2.019 0.850 -3.113
C 4.236 -1.609 0.623
C -3.109 1.189 -0.108
C -1.921 2.372 -3.126
C 1.210 0.473 -2.887
C -1.687 -5.026 2.823
C -3.457 -0.185 -0.176
B 1.592 3.649 0.313
H 5.285 -1.305 0.574
H 0.733 -4.133 5.031
H -1.490 -3.832 1.042
H 0.515 -1.664 -6.487
H -5.028 -1.654 -0.409
H -1.725 -4.888 3.904
H 0.959 5.696 -1.503
H -0.154 -2.067 -1.397
H 1.397 -3.012 -5.772
H 1.519 1.477 -2.643
H -0.926 5.057 -3.375
H -1.947 1.969 4.422
H 2.256 -1.541 -6.252
H 5.507 1.095 -0.218
H -3.045 0.557 -3.345
H 4.189 -2.695 0.518
H -2.063 3.898 -4.711
H 1.889 -5.464 5.222
H 1.020 5.219 2.545
H -2.497 -3.092 2.311
H -0.999 2.536 -5.082
H -2.838 2.758 -2.665
H -2.625 -0.295 3.864
H -2.587 -5.560 2.512
H -3.924 3.181 -0.128
H -1.755 0.422 -2.157
H 1.414 -5.031 2.792
H -2.753 2.331 -5.118
H -2.733 -2.205 -0.025
H 0.249 1.440 5.413
H -1.369 0.409 -3.872
H 3.101 -4.707 3.169
H -0.823 -5.643 2.577
H -0.583 4.040 4.443
H -1.471 -0.366 2.540
H 2.426 -3.787 5.407
H 2.154 4.701 0.428
H -6.264 2.434 -0.458
H 5.117 -0.963 -1.873
H 3.840 -1.346 1.603
H 0.408 0.041 4.339
H 4.432 3.578 0.263
H 0.225 -3.108 -3.574
H 4.072 -2.382 -1.987
H 1.979 0.584 -4.864
H 2.422 -1.358 -0.472
H -2.840 0.773 2.477
H -0.880 0.083 5.552
H 3.556 -0.843 -2.687
```

Results of the Löwdin charge analysis, in e, for atoms 1 through 2: atom 1 (W): 1.3928, atom 2 (Cl): 0.6524

---

2.
C43H43N11O2S3Ti | ωB97M-V/def2-TZVPD

The calculation puts the energy relative to the best compared isomer or geometry (same formula, charge and spin) at 14.22 kcal per mole. The total charge is +2. As for the gap between HOMO and LUMO: 0.23245 Eh. The value obtained for the max |F| is 1.02 eV/A. Its multiplicity is 1.

Structure (XYZ):
```
103
C43H43N11O2S3Ti | the Open Molecules 2025 dataset | ωB97M-V/def2-TZVPD
Ti 0.598 0.840 -0.251
S 1.752 2.306 1.591
S 0.049 0.145 2.969
S -1.393 -5.092 -3.117
O 1.819 -0.357 0.283
O -0.460 0.202 1.499
N 2.307 1.803 -1.112
N -4.015 -6.638 0.275
N 5.969 -2.569 -0.180
N 3.483 1.994 -0.425
N 3.408 -1.035 1.722
N -0.068 -1.058 -1.449
N 2.899 -1.059 -3.031
N -0.534 2.796 -0.123
N 4.405 2.461 1.592
N 0.070 1.548 -2.404
N -2.926 0.403 -0.332
C -0.349 -1.487 3.560
C 1.151 1.848 -3.145
C -0.909 -3.549 -2.434
C 1.092 1.973 -4.523
C -2.645 2.837 1.299
C -4.464 -5.726 -0.584
C -0.003 -1.354 -2.755
C 3.693 -1.451 -0.619
C -2.782 2.600 5.486
C -0.507 -2.033 -0.635
C -0.597 2.211 4.570
C 4.811 1.903 -3.045
C 3.477 3.795 -3.726
C 0.029 -3.104 5.277
C -3.624 2.749 0.111
C 5.892 2.434 -3.726
C -0.941 -3.262 -1.068
C -1.945 -6.681 -0.928
C 3.244 -1.249 -1.949
C 3.312 2.241 0.840
C 0.266 -1.844 4.754
C -2.431 0.701 4.054
C -1.418 -3.617 3.421
C -1.453 2.971 5.357
C 2.988 -0.951 0.451
C -1.300 3.472 0.969
C -2.418 -5.709 -1.795
C 2.393 2.044 -2.383
C -1.193 -2.354 2.888
C -3.273 1.470 4.833
C -0.802 -3.993 4.605
C -1.262 1.610 -4.385
C -1.111 1.441 -3.018
C -2.787 -7.110 0.091
C -0.138 1.853 -5.154
C 4.947 -2.080 -0.377
C 3.593 2.577 -3.054
C -0.404 -2.564 -3.279
C -1.100 1.088 3.929
C 5.778 3.650 -4.388
C -4.072 1.325 -0.209
C 4.574 4.337 -4.377
C -3.710 -5.229 -1.637
H -3.076 3.443 2.097
H -0.954 -7.098 -1.044
H -4.770 0.980 0.560
H 0.236 3.420 -0.362
H -1.713 -2.035 1.997
H 6.831 1.898 -3.733
H -0.313 -2.740 -4.342
H -2.797 -0.193 3.564
H -0.659 3.523 1.848
H -1.946 1.190 -2.383
H -4.518 3.339 0.312
H 4.910 0.967 -2.515
H -0.212 1.950 -6.228
H 4.309 -1.432 1.933
H 1.998 2.158 -5.080
H -4.120 -4.498 -2.320
H -1.479 4.499 0.639
H 0.494 -3.395 6.209
H 4.485 5.293 -4.876
H 2.537 4.333 -3.723
H -5.479 -5.380 -0.426
H -2.084 -4.302 2.914
H -0.975 -4.979 5.012
H 0.392 -0.604 -3.421
H 0.913 -1.149 5.275
H -3.444 3.186 6.109
H -3.180 3.200 -0.783
H -4.621 1.325 -1.152
H -0.462 -1.813 0.419
H -1.149 2.789 -0.932
H -2.456 -7.870 0.789
H 5.287 2.590 1.122
H -1.079 3.845 5.871
H -4.310 1.185 4.948
H -3.238 -0.470 -0.749
H -1.290 -3.992 -0.351
H 6.629 4.061 -4.914
H 2.912 -0.530 2.437
H -2.595 0.157 0.594
H -2.483 1.853 1.728
H 0.443 2.489 4.452
H -2.243 1.526 -4.829
H 4.307 2.807 2.530
```

Results of the Löwdin charge analysis, in e, for atoms 1 through 2: atom 1 (Ti): 1.0763, atom 2 (S): 0.7709

---

3.
C4H6N2 | ωB97M-V/def2-TZVPD

The calculation puts the energy relative to the best compared isomer or geometry (same formula, charge and spin) at 30.83 kcal per mole. The total charge is 0. As for the gap between HOMO and LUMO: 0.34186 Eh. The value obtained for the max |F| is 0.74 eV/A. Its multiplicity is 1.

Structure (XYZ):
```
12
C4H6N2 | the Open Molecules 2025 dataset | ωB97M-V/def2-TZVPD
N 1.998 -0.182 -0.001
N 0.612 -0.097 -0.025
C -0.203 -1.181 0.006
C -1.508 -0.721 -0.008
C -1.443 0.699 0.014
C -0.114 1.051 0.002
H 2.371 0.330 -0.800
H 2.355 0.256 0.836
H 0.400 1.988 0.007
H -2.282 1.381 -0.027
H -2.392 -1.344 -0.017
H 0.205 -2.180 0.013
```

Results of the natural (NBO) charge analysis, in e, for atoms 1 through 2: atom 1 (N): -0.6288, atom 2 (N): -0.1872

---

4.
C3H11NOS | ωB97M-V/def2-TZVPD

The calculation puts the energy relative to the best compared isomer or geometry (same formula, charge and spin) at 32.21 kcal per mole. The total charge is -1. As for the gap between HOMO and LUMO (spin up / spin down): 0.14866 / 0.21730 Eh. Its expectation value of S² is 0.757. The value obtained for the max |F| is 1.95 eV/A. Its multiplicity is 2.

Structure (XYZ):
```
17
C3H11NOS | the Open Molecules 2025 dataset | ωB97M-V/def2-TZVPD
S -3.501 -0.399 -0.512
O 2.010 -0.393 -2.039
N 1.609 -0.292 0.908
C 0.353 0.432 1.039
C -0.720 -0.142 0.126
C -2.038 0.576 0.248
H -0.239 -0.110 -0.863
H 1.659 -1.279 1.114
H -0.899 -1.175 0.469
H 0.058 0.560 2.096
H 2.393 0.243 1.253
H 2.553 -0.326 -2.831
H 2.460 -0.028 -1.260
H -2.290 0.759 1.300
H -1.915 -1.398 -1.385
H -2.082 1.537 -0.302
H 0.588 1.436 0.640
```

Results of the natural (NBO) charge analysis, in e, for atoms 1 through 2: atom 1 (S): -0.5205, atom 2 (O): -0.9523

---

5.
C6H8BiO6 | ωB97M-V/def2-TZVPD

The calculation puts the energy relative to the best compared isomer or geometry (same formula, charge and spin) at 86.02 kcal per mole. The total charge is 0. As for the gap between HOMO and LUMO (spin up / spin down): 0.25824 / 0.24419 Eh. Its expectation value of S² is 0.754. The value obtained for the max |F| is 7.14 eV/A. Its multiplicity is 2.

Structure (XYZ):
```
21
C6H8BiO6 | the Open Molecules 2025 dataset | ωB97M-V/def2-TZVPD
Bi -0.237 2.698 0.273
O 3.150 -0.268 2.473
O -2.200 -0.325 -0.531
O 3.582 -1.926 1.041
O -2.181 1.751 0.185
O 2.721 0.015 0.336
O 0.492 0.856 0.718
C 3.238 -0.786 1.246
C -2.590 -0.527 -1.893
C 2.511 1.015 2.425
C -1.504 0.772 -0.215
C 2.035 1.189 0.973
C -2.772 -2.005 -2.147
H 1.663 1.002 3.124
H -3.037 -2.165 -3.201
H -1.848 -2.562 -1.937
H 2.678 1.980 0.540
H -1.831 -0.094 -2.560
H 3.237 1.776 2.739
H -3.578 -2.415 -1.522
H -3.530 0.017 -2.068
```

Results of the natural (NBO) charge analysis, in e, for atoms 1 through 2: atom 1 (Bi): 1.2033, atom 2 (O): -0.4806

---

6.
C20H13F2N7 | ωB97M-V/def2-TZVPD

The calculation puts the energy relative to the best compared isomer or geometry (same formula, charge and spin) at 36.62 kcal per mole. The total charge is 0. As for the gap between HOMO and LUMO: 0.28605 Eh. The value obtained for the max |F| is 5.38 eV/A. Its multiplicity is 1.

Structure (XYZ):
```
42
C20H13F2N7 | the Open Molecules 2025 dataset | ωB97M-V/def2-TZVPD
F 8.363 3.399 -2.168
F 8.369 1.467 -0.398
N -4.467 -1.841 -0.438
N -6.290 -2.838 0.702
N 1.128 2.008 2.055
N 2.794 2.402 0.375
N 1.131 0.984 -0.045
N -5.822 -3.004 3.094
N -4.790 -2.675 3.922
C 5.073 3.654 -0.799
C 6.214 2.091 0.496
C 0.035 0.358 0.268
C -3.670 -1.688 0.693
C -1.842 -0.097 1.617
C -0.654 0.571 1.430
C 3.898 2.722 1.242
C -2.388 -0.860 0.579
C -5.751 -2.450 -0.415
C 7.249 2.214 -0.495
C 5.091 2.920 0.360
C 7.185 3.069 -1.594
C -5.540 -2.743 1.875
C -4.223 -2.058 1.861
C 1.604 1.913 0.793
C -0.468 -0.392 -0.760
C -1.624 -1.068 -0.613
C -3.832 -2.098 3.227
C -0.046 1.471 2.292
C 6.067 3.871 -1.790
H -3.988 -1.878 -1.374
H -2.446 0.002 2.528
H -1.975 -1.642 -1.491
H -2.950 -1.732 3.624
H -6.334 -2.682 -1.289
H -0.532 1.745 3.220
H 6.032 4.554 -2.539
H 3.049 1.881 -0.435
H 6.507 1.452 1.338
H 4.013 1.828 1.917
H 4.166 4.228 -0.912
H 3.660 3.624 1.890
H 0.230 -0.459 -1.615
```

Results of the natural (NBO) charge analysis, in e, for atoms 1 through 2: atom 1 (F): -0.3099, atom 2 (F): -0.3111

---

7.
C18H23N3O2 | ωB97M-V/def2-TZVPD

The calculation puts the energy relative to the best compared isomer or geometry (same formula, charge and spin) at 77.20 kcal per mole. The total charge is 0. As for the gap between HOMO and LUMO: 0.30594 Eh. The value obtained for the max |F| is 2.30 eV/A. Its multiplicity is 1.

Structure (XYZ):
```
46
C18H23N3O2 | the Open Molecules 2025 dataset | ωB97M-V/def2-TZVPD
O 2.349 4.278 -0.891
O 0.826 5.230 1.231
N -2.296 -3.232 -1.753
N 0.013 0.014 -0.561
N -2.161 -3.818 1.467
C 0.249 -5.217 1.671
C 1.236 2.152 -0.708
C 0.225 1.326 -0.170
C 0.299 6.268 0.437
C -1.100 -2.434 -1.470
C -2.062 -4.917 2.232
C -0.035 -1.090 0.403
C 0.183 -4.016 1.007
C -0.364 3.192 1.291
C 3.696 4.082 -0.488
C 1.457 3.461 -0.270
C -0.613 1.909 0.823
C -1.057 -3.344 0.866
C -1.127 -1.209 -2.355
C -1.182 -2.071 0.034
C 0.687 3.952 0.759
C -0.876 -5.649 2.377
C 0.051 -0.311 -1.999
H -1.474 1.358 1.207
H -3.148 -2.770 -1.487
H 0.879 7.196 0.554
H -1.029 -1.493 -3.402
H 1.868 1.797 -1.524
H -2.086 -0.648 -2.234
H 0.350 6.029 -0.636
H 1.063 -3.622 0.483
H -0.162 -2.977 -1.633
H 3.788 3.774 0.543
H 0.985 -0.781 -2.317
H 4.257 5.017 -0.585
H -0.950 3.667 2.079
H 0.943 -1.561 0.317
H -0.802 -6.515 3.031
H 4.168 3.369 -1.190
H -0.134 -0.681 1.443
H -2.231 -4.168 -1.310
H -0.739 6.402 0.719
H 1.188 -5.747 1.665
H -2.926 -5.274 2.754
H -0.075 0.607 -2.636
H -2.129 -1.534 0.226
```

Results of the natural (NBO) charge analysis, in e, for atoms 1 through 2: atom 1 (O): -0.5357, atom 2 (O): -0.5291

---

8.
C15H49NO12 | ωB97M-V/def2-TZVPD

The total charge is -1. As for the gap between HOMO and LUMO (spin up / spin down): 0.06397 / 0.30005 Eh. Its expectation value of S² is 0.750. The value obtained for the max |F| is 3.66 eV/A. Its multiplicity is 2.

Structure (XYZ):
```
77
C15H49NO12 | the Open Molecules 2025 dataset | ωB97M-V/def2-TZVPD
O 1.452 9.474 -20.004
O -2.549 4.366 -21.122
O -4.907 14.311 -18.366
O -2.807 12.973 -16.892
O -6.167 15.223 -21.299
O -3.640 8.217 -23.410
O -4.777 7.245 -20.437
O -5.280 11.542 -21.120
O -9.079 11.470 -25.034
O -3.252 11.047 -23.151
O -7.905 12.136 -21.680
O -5.364 7.627 -17.633
N -2.031 8.925 -20.762
C -5.708 14.750 -17.311
C 0.099 9.830 -20.036
C -3.746 9.149 -24.458
C -9.139 12.142 -23.808
C -7.781 12.518 -23.110
C 2.283 10.418 -19.245
C -5.074 11.365 -19.726
C -3.027 5.651 -20.910
C -0.331 8.477 -22.200
C -0.601 8.698 -20.726
C -5.309 8.824 -16.806
C -4.215 10.491 -23.962
C -4.578 5.859 -20.479
C -2.018 11.806 -16.870
C -4.930 14.729 -21.791
H -0.291 7.835 -20.138
H -8.409 10.789 -24.933
H -6.316 9.237 -16.757
H -0.675 9.145 -22.989
H -6.554 14.083 -17.148
H -5.057 10.232 -23.320
H -4.041 8.606 -22.630
H -2.318 6.416 -20.593
H -0.079 10.740 -20.609
H -2.732 11.745 -23.556
H -4.586 8.919 -25.114
H -1.113 12.042 -17.429
H -4.412 11.495 -21.527
H -5.333 5.543 -21.199
H -2.403 13.809 -16.649
H -4.734 7.561 -19.532
H -6.154 7.096 -17.504
H -4.872 14.570 -22.867
H 0.752 8.370 -22.143
H -4.309 13.612 -18.092
H -9.700 13.071 -23.905
H -7.631 13.596 -23.066
H -2.548 8.293 -21.356
H -4.067 15.272 -21.406
H -6.163 14.890 -20.399
H -4.911 5.408 -19.544
H -5.168 8.625 -15.743
H -7.033 11.995 -21.305
H 2.178 11.457 -19.556
H -2.842 9.305 -25.047
H -2.159 9.788 -21.272
H -2.816 3.857 -20.354
H -5.146 14.931 -16.395
H -0.568 7.478 -22.566
H -6.842 12.092 -23.462
H -4.753 13.677 -21.570
H -4.803 10.323 -19.556
H -6.215 15.684 -17.557
H 1.992 10.475 -18.196
H -1.636 11.514 -15.892
H -4.679 9.648 -17.141
H -5.958 11.507 -19.105
H -4.247 12.046 -19.525
H -2.972 6.022 -21.934
H 3.342 10.189 -19.131
H -4.582 11.086 -24.798
H -2.602 11.021 -17.352
H -9.610 11.448 -23.112
H -0.363 9.914 -19.053
```

Results of the Löwdin charge analysis, in e, for atoms 1 through 2: atom 1 (O): -0.1794, atom 2 (O): -0.0566

---

9.
CH5NO2S2 | ωB97M-V/def2-TZVPD

The calculation puts the energy relative to the best compared isomer or geometry (same formula, charge and spin) at 87.42 kcal per mole. The total charge is 0. As for the gap between HOMO and LUMO: 0.33982 Eh. The value obtained for the max |F| is 5.16 eV/A. Its multiplicity is 1.

Structure (XYZ):
```
11
CH5NO2S2 | the Open Molecules 2025 dataset | ωB97M-V/def2-TZVPD
S 0.393 2.292 0.818
S 0.890 -0.454 0.006
O 0.898 -1.219 1.348
O 1.644 -1.039 -1.032
N 1.405 0.927 0.563
C -0.891 -0.209 -0.600
H -0.814 0.832 -0.808
H 1.067 -0.689 2.116
H -1.640 -0.297 0.171
H -1.284 -0.693 -1.507
H 0.742 2.853 -0.332
```

Results of the natural (NBO) charge analysis, in e, for atoms 1 through 2: atom 1 (S): 0.1701, atom 2 (S): 2.2307